Molecular formula: C26H44BeBrN3P2S
Method: DFT, the ωB97M-V functional and the def2-TZVPD basis

Calculated values
HOMO, hartree: -0.451
E_tot, hartree: -4850.45998
ΔE to the lowest compared entry with this formula, charge and spin, kcal/mol: 0.0
HOMO-LUMO gap, eV: 3.5701

Structure (ORCA input):
```
! RIJCOSX wB97M-V def2-TZVPD def2/J DEFGRID3
* xyz 2 1
N -5.0706 2.9620 -4.5684
C -5.0556 3.3178 -3.2875
C -4.1893 2.7301 -2.3702
C -3.2090 1.8079 -2.8039
C -3.2923 1.3873 -4.1573
C -4.2382 2.0180 -4.9931
C -2.0639 1.5580 -1.9209
Be -0.8921 0.0776 -1.1825
P 3.1192 -0.4175 -1.0121
C -0.7600 1.1629 -2.4268
C 0.2844 2.2219 -2.4328
C 1.2434 2.1838 -3.4513
C 2.2126 3.1766 -3.5637
C 2.3065 4.1920 -2.5864
C 1.3061 4.2714 -1.6080
C 0.3250 3.2778 -1.5108
Br 3.7558 5.3131 -2.5361
H -2.1379 2.2879 -1.0952
H -0.7665 0.5348 -3.3260
H -4.1899 3.0837 -1.3430
H -2.6198 0.6500 -4.6086
H -5.7342 4.1055 -2.9639
H -4.2932 1.7549 -6.0608
H 1.1867 1.3407 -4.1546
H -0.4757 3.3909 -0.7784
H 2.8828 3.1631 -4.4198
H 1.3003 5.0806 -0.8871
P -1.2587 -2.0262 -1.5459
C 3.1369 1.3773 -0.7412
C 4.5382 1.9415 -1.0392
H 2.8160 1.6110 0.2816
H 2.3762 1.7923 -1.4127
H 4.6095 2.9818 -0.7047
H 5.3223 1.3681 -0.5256
H 4.7726 1.9138 -2.1115
C 2.7283 -0.6256 -2.7692
C 3.8574 -1.4443 -3.4135
H 2.6981 0.3680 -3.2329
H 1.7368 -1.0909 -2.8800
H 3.6885 -1.5555 -4.4886
H 4.8241 -0.9404 -3.2778
H 3.9383 -2.4396 -2.9602
C 1.9907 -1.2753 0.1037
C 2.7564 -1.8159 1.3220
H 1.5445 -2.1031 -0.4669
H 1.1956 -0.5760 0.3778
H 2.1300 -2.4745 1.9347
H 3.6135 -2.4167 0.9897
H 3.1300 -0.9990 1.9519
C -1.0069 -3.0068 -0.0095
C -1.4995 -4.4521 -0.0191
H -1.4937 -2.4260 0.7879
H 0.0648 -2.9810 0.1937
H -2.5713 -4.5195 0.2080
H -1.3066 -4.9686 -0.9661
H -0.9691 -4.9919 0.7729
C -0.2750 -2.9758 -2.7733
C -0.4333 -2.4483 -4.1911
H -0.6057 -4.0272 -2.7018
H 0.7754 -2.9410 -2.4512
H -1.4639 -2.5736 -4.5476
H -0.1587 -1.3895 -4.2840
H 0.2212 -3.0096 -4.8692
C -2.9793 -2.5300 -2.0691
C -4.0243 -2.0509 -1.0687
H -3.0020 -3.6267 -2.1843
H -3.1544 -2.0817 -3.0636
H -4.2291 -0.9834 -1.2400
H -4.9566 -2.6194 -1.2063
H -3.7113 -2.1944 -0.0253
N 0.6559 1.4266 1.6151
C -0.3528 0.5316 1.7592
N -0.2577 -0.3307 2.7919
S -1.6812 0.4594 0.6951
H 1.2604 1.6281 2.4207
H 0.5666 2.1415 0.9021
H -0.9946 -1.0180 2.9543
H 0.4580 -0.2168 3.5047
*
```



Molecular formula: C26H44BrINO9P2S4
Method: DFT, the ωB97M-V functional and the def2-TZVPD basis

Calculated values
HOMO, hartree: -0.427
E_tot, hartree: -6895.97283
HOMO-LUMO gap, eV: 9.2108

Structure (ORCA input):
```
! RIJCOSX wB97M-V def2-TZVPD def2/J DEFGRID3
* xyz 1 1
C -2.6715 -0.1519 5.7220
C -2.8696 -0.2142 4.2267
C -4.1451 -0.5731 3.7863
C -4.4904 -0.6354 2.4509
C -3.5297 -0.3126 1.5079
C -2.2621 0.0456 1.9301
C -1.8845 0.0805 3.2722
C -0.4781 0.4895 3.6789
C 0.6898 -0.4067 3.2167
P 2.1852 0.7729 3.2338
O 2.0910 1.2448 4.7878
Br 3.9878 -0.5305 3.0422
N 0.5959 -0.8251 1.7870
C 0.0242 -2.1851 1.6429
P -0.3665 -2.6438 -0.0969
S -0.2641 -4.5460 -0.4747
C 1.0476 -3.1539 2.2284
O 1.7027 -2.6450 3.3818
C 1.0126 -1.6486 4.1077
C -0.1799 -2.2240 4.8981
C 0.1679 -3.6262 5.3555
O 1.0225 -3.8654 6.1152
I -1.0244 -5.2642 4.5809
H -3.6254 0.1196 6.1625
H -2.3986 -1.1024 6.1649
H -1.9931 0.6401 6.0170
H -4.8988 -0.7897 4.5275
H -5.4921 -0.8894 2.1522
H -3.7570 -0.3274 0.4536
H -1.5680 0.3231 1.1444
H -0.3087 1.4717 3.2238
H -0.3746 0.6491 4.7418
H 2.9388 1.1435 5.2429
H 1.5594 -0.8872 1.4276
H 0.1494 -0.1106 1.2129
H -0.9048 -2.2941 2.1929
H -1.6850 -2.2150 -0.2890
H 0.4712 -1.9031 -0.9521
H 0.5911 -4.1229 2.3869
H 1.8246 -3.3245 1.4807
H 1.7089 -1.2922 4.8599
H -0.2755 -1.6542 5.8149
H -1.1012 -2.2854 4.3328
C 5.4832 -1.0369 -1.3770
C 5.0339 -0.8056 -2.8268
C 3.5842 -0.3090 -2.7813
S 3.4038 0.5369 -1.2073
O 2.4494 -0.2164 -0.3994
O 3.2249 1.9444 -1.4238
C 5.0512 0.2028 -0.5959
H 6.5578 -1.1904 -1.3066
H 4.9894 -1.9248 -0.9739
H 5.6691 -0.0498 -3.2908
H 5.1149 -1.7114 -3.4241
H 3.3558 0.3914 -3.5806
H 2.8752 -1.1356 -2.8016
H 5.0254 0.0542 0.4876
H 5.6772 1.0603 -0.8384
C -1.7973 -0.4834 -4.8859
C -1.9500 -1.9525 -4.4532
C -2.2314 -1.9373 -2.9485
S -3.0365 -0.3749 -2.5883
O -2.1464 0.3797 -1.7244
O -4.4033 -0.6129 -2.2044
C -2.9516 0.2789 -4.2430
H -1.8047 -0.3743 -5.9679
H -0.8496 -0.0868 -4.5161
H -2.7869 -2.4145 -4.9787
H -1.0596 -2.5356 -4.6840
H -2.8821 -2.7523 -2.6379
H -1.3252 -1.9281 -2.3558
H -2.7899 1.3525 -4.1939
H -3.8978 0.0581 -4.7361
C -0.0249 5.9069 -3.5090
C 0.8683 4.8674 -2.8173
C 0.0470 3.5787 -2.6792
S -1.1351 3.5934 -4.0345
O -2.4648 3.6853 -3.4885
O -0.7915 2.5598 -4.9839
C -0.6659 5.1877 -4.6927
H 0.5430 6.7766 -3.8338
H -0.7985 6.2484 -2.8183
H 1.7506 4.6791 -3.4324
H 1.2161 5.2140 -1.8460
H 0.6623 2.6865 -2.7593
H -0.5194 3.5550 -1.7504
H -1.5472 5.6895 -5.0848
H 0.0549 5.0147 -5.4913
*
```